[1]
Computed, not measured: a structure of composition C46H41P3RuS, with ωB97M-V/def2-TZVPD.

```
92
C46H41P3RuS ωB97M-V/def2-TZVPD
Ru 0.2148 0.0024 0.8613
C 1.3302 2.3453 -1.9324
C -0.0918 2.6491 -1.4617
P -0.4980 2.1637 0.2289
C 0.4844 3.1720 1.3377
C 0.3452 2.9429 2.7126
C 1.0203 3.7434 3.6217
C 1.8344 4.7718 3.1597
C 1.9876 4.9893 1.7950
C 1.3154 4.1938 0.8799
C -2.1892 2.6784 0.5334
C -2.6902 3.7816 -0.1611
C -3.9704 4.2390 0.1126
C -4.7430 3.6205 1.0875
C -4.2405 2.5329 1.7859
C -2.9639 2.0549 1.5101
C 1.5720 0.8674 -2.2151
P 1.9419 -0.0445 -0.7067
C 2.2940 -1.7321 -1.1400
C 2.8937 -2.5455 -0.1657
C 3.2197 -3.8565 -0.4700
C 2.9244 -4.3657 -1.7318
C 2.3299 -3.5626 -2.6968
C 2.0087 -2.2444 -2.4061
C 3.4491 0.6401 -0.0202
C 4.6637 0.3050 -0.6233
C 5.8379 0.8686 -0.1487
C 5.8076 1.7505 0.9263
C 4.6066 2.0697 1.5424
C 3.4250 1.5118 1.0722
H 2.0672 2.6999 -1.2133
H 1.5051 2.9097 -2.8462
H -0.8275 2.1642 -2.0979
H -0.2721 3.7188 -1.5155
H -0.3202 2.1712 3.0736
H 0.8950 3.5860 4.6895
H 2.3345 5.4225 3.8664
H 2.6299 5.7882 1.4407
H 1.4386 4.3903 -0.1800
H -2.0963 4.3095 -0.8997
H -4.3594 5.0941 -0.4284
H -5.7329 4.0013 1.3149
H -4.8415 2.0570 2.5488
H -2.5748 1.2183 2.0763
H 2.4577 0.7366 -2.8389
H 0.7193 0.4081 -2.7249
H 3.1394 -2.1396 0.8080
H 3.7182 -4.4789 0.2645
H 3.1661 -5.3971 -1.9674
H 2.1335 -3.9586 -3.6869
H 1.5613 -1.6199 -3.1752
H 4.6975 -0.3885 -1.4579
H 6.7825 0.6140 -0.6159
H 6.7307 2.1875 1.2876
H 4.5908 2.7477 2.3894
H 2.4970 1.7614 1.5585
S 1.2471 -0.6227 4.1640
C 0.7987 -0.3583 2.7899
C 0.1066 -5.9074 0.0390
C -1.0517 -5.5395 -0.6429
C -1.4345 -4.2102 -0.7095
C -0.6281 -3.2450 -0.1076
C 0.5212 -3.6109 0.5856
C 0.8897 -4.9481 0.6558
P -1.2096 -1.5546 -0.1458
C -2.6011 -1.5279 0.9739
C -3.9114 -1.2728 0.5669
C -4.9322 -1.2999 1.5021
C -4.6551 -1.5405 2.8440
C -3.3523 -1.7994 3.2584
C -2.3235 -1.8072 2.3239
C -1.6926 -1.1029 -1.7957
C -1.2528 -1.8610 -2.8874
C -1.6002 -1.4713 -4.1744
C -2.3568 -0.3219 -4.3774
C -2.7787 0.4448 -3.2934
C -2.4380 0.0649 -2.0059
H 0.3824 -6.9533 0.1053
H -1.6675 -6.2951 -1.1143
H -2.3600 -3.9377 -1.2068
H 1.1279 -2.8619 1.0734
H 1.7852 -5.2401 1.1910
H -4.1424 -1.0944 -0.4762
H -5.9555 -1.1360 1.1818
H -5.4632 -1.5497 3.5680
H -3.1489 -2.0311 4.2984
H -1.3242 -2.0901 2.6278
H -0.6528 -2.7503 -2.7377
H -1.2887 -2.0743 -5.0221
H -2.6199 -0.0210 -5.3871
H -3.3881 1.3288 -3.4547
H -2.7882 0.6514 -1.1680
```

Summary:
Spin multiplicity: 2
Frontier orbital gap (alpha / beta) in eV: 5.66 / 5.84
Net charge: +3

So, what does the Mulliken scheme give us? The charges, in e, come out as: atom 1 (Ru): -0.008, atom 2 (C): -1.488, atom 3 (C): -1.318, atom 4 (P): 1.389, atom 5 (C): 1.080, atom 6 (C): -0.233, atom 7 (C): -0.974, atom 8 (C): -0.650, atom 9 (C): -1.001, atom 10 (C): -0.170, atom 11 (C): 0.996, atom 12 (C): -0.719, atom 13 (C): -0.863, atom 14 (C): -0.733, atom 15 (C): -0.779, atom 16 (C): -0.252, atom 17 (C): -0.817, atom 18 (P): 1.952, atom 19 (C): 1.284, atom 20 (C): -1.531, atom 21 (C): -0.618, atom 22 (C): -0.555, atom 23 (C): -0.864, atom 24 (C): -0.813, atom 25 (C): 0.441, atom 26 (C): -0.753, atom 27 (C): -0.802, atom 28 (C): -0.712, atom 29 (C): -1.034, atom 30 (C): -0.030, atom 31 (H): 0.396, atom 32 (H): 0.479, atom 33 (H): 0.376, atom 34 (H): 0.942, atom 35 (H): 0.556, atom 36 (H): 0.493, atom 37 (H): 0.470, atom 38 (H): 0.502, atom 39 (H): 0.337, atom 40 (H): 0.355, atom 41 (H): 0.486, atom 42 (H): 0.452, atom 43 (H): 0.529, atom 44 (H): 0.255, atom 45 (H): 0.741, atom 46 (H): 0.064, atom 47 (H): 0.474, atom 48 (H): 0.688, atom 49 (H): 0.508, atom 50 (H): 0.509, atom 51 (H): 0.583, atom 52 (H): 0.492, atom 53 (H): 0.465, atom 54 (H): 0.451, atom 55 (H): 0.511, atom 56 (H): 0.344, atom 57 (S): 0.114, atom 58 (C): -0.277, atom 59 (C): -0.794, atom 60 (C): -0.907, atom 61 (C): -0.533, atom 62 (C): 0.961, atom 63 (C): -0.273, atom 64 (C): -0.802, atom 65 (P): 2.062, atom 66 (C): 1.134, atom 67 (C): -0.373, atom 68 (C): -0.879, atom 69 (C): -0.611, atom 70 (C): -0.838, atom 71 (C): -0.760, atom 72 (C): 1.094, atom 73 (C): -0.934, atom 74 (C): -0.807, atom 75 (C): -0.880, atom 76 (C): -0.902, atom 77 (C): -0.845, atom 78 (H): 0.495, atom 79 (H): 0.497, atom 80 (H): 0.532, atom 81 (H): -0.059, atom 82 (H): 0.604, atom 83 (H): 0.557, atom 84 (H): 0.493, atom 85 (H): 0.479, atom 86 (H): 0.486, atom 87 (H): 0.465, atom 88 (H): 0.590, atom 89 (H): 0.504, atom 90 (H): 0.450, atom 91 (H): 0.574, atom 92 (H): 0.503



[2]
Computed, not measured: a cluster of 3 separate species, C3H12NO2 in total, with ωB97M-V/def2-TZVPD.

```
18
C3H12NO2 ωB97M-V/def2-TZVPD
C -2.0169 -0.6436 1.8274
C -0.8426 -0.4861 0.9205
C 0.2641 -1.1945 1.1277
N 1.2510 -1.4702 0.0610
H -2.7910 -1.1405 1.2347
H -2.4090 0.3378 2.0969
H -1.7692 -1.2513 2.6881
H -0.9236 0.2869 0.1597
H 0.3165 -1.8595 1.9796
H 2.1800 -1.2489 0.4237
H 1.1158 -0.9024 -0.7911
H 1.2273 -2.4653 -0.1476
H 1.1893 1.2409 -1.7993
H 2.6945 1.0014 -1.8075
O 1.8520 0.5375 -1.7140
H -0.4608 2.8873 -2.8262
H -0.7194 3.5205 -1.5217
O -0.1580 2.8500 -1.9118
```

Summary:
Frontier orbital gap in eV: 11.14
Net charge: +1

So, what does the Mulliken scheme give us? The charges, in e, come out as: atom 1 (C): -1.190, atom 2 (C): 0.008, atom 3 (C): -0.316, atom 4 (N): -0.171, atom 5 (H): 0.306, atom 6 (H): 0.325, atom 7 (H): 0.350, atom 8 (H): 0.354, atom 9 (H): 0.330, atom 10 (H): 0.353, atom 11 (H): 0.281, atom 12 (H): 0.394, atom 13 (H): 0.362, atom 14 (H): 0.322, atom 15 (O): -0.683, atom 16 (H): 0.325, atom 17 (H): 0.317, atom 18 (O): -0.667



[3]
Computed, not measured: an isolated molecule of C7H12O, with ωB97M-V/def2-TZVPD.

```
20
C7H12O ωB97M-V/def2-TZVPD
C -0.0815 0.6799 0.4610
C 0.5455 -0.3454 -0.2901
C -1.8058 0.8975 -0.0028
C -2.1562 0.1430 -1.1042
C 0.4294 1.0199 1.8392
C 0.2436 -1.8135 -0.1923
C 1.8601 -0.0343 -0.9467
O -0.7429 1.7869 -0.1382
H -2.4518 1.0734 0.8529
H -2.9387 -0.6024 -1.0617
H -1.7265 0.3738 -2.0693
H -0.3314 1.5801 2.3880
H 1.3223 1.6501 1.7849
H 0.6665 0.1215 2.4121
H 2.0441 1.0380 -1.0397
H -0.7138 -1.9791 0.3026
H 0.1790 -2.2928 -1.1738
H 1.0797 -2.3155 0.3151
H 2.6941 -0.4921 -0.3952
H 1.8843 -0.4890 -1.9418
```

Summary:
Frontier orbital gap (alpha / beta) in eV: 7.70 / 7.64

So, what does the Mulliken scheme give us? The charges, in e, come out as: atom 1 (C): 0.712, atom 2 (C): 0.415, atom 3 (C): 0.204, atom 4 (C): -1.072, atom 5 (C): -1.221, atom 6 (C): -1.366, atom 7 (C): -1.409, atom 8 (O): -0.432, atom 9 (H): 0.420, atom 10 (H): 0.328, atom 11 (H): 0.318, atom 12 (H): 0.355, atom 13 (H): 0.272, atom 14 (H): 0.330, atom 15 (H): 0.354, atom 16 (H): 0.340, atom 17 (H): 0.351, atom 18 (H): 0.406, atom 19 (H): 0.316, atom 20 (H): 0.379



The max |F| results, record by record, are as follows: 2.06 1.53 2.84 eV/A.